{
  "formula": "C35H44CrN2STe",
  "method": "ωB97M-V with the def2-TZVPD basis set",
  "symbols": ["Cr", "C", "C", "C", "C", "C", "C", "C", "C", "C", "C", "C", "C", "N", "C", "C", "C", "C", "C", "N", "C", "C", "C", "C", "H", "H", "H", "H", "H", "H", "H", "H", "H", "H", "H", "H", "H", "H", "H", "H", "H", "H", "H", "H", "H", "H", "H", "H", "H", "H", "H", "H", "H", "C", "C", "C", "C", "C", "C", "C", "C", "C", "C", "H", "H", "H", "H", "H", "H", "H", "H", "H", "H", "H", "H", "Te", "C", "C", "C", "C", "S", "H", "H", "H"],
  "xyz": [[0.27781, -0.38330, 0.06192], [-1.18125, 1.06469, 5.03545], [-0.46441, 1.90484, 3.97027], [0.33522, 3.01635, 4.66387], [-1.45320, 2.43751, 2.93090], [-2.52842, 3.17870, 3.41036], [-3.57880, 3.56936, 2.59545], [-3.54128, 3.17427, 1.26820], [-2.48079, 2.45169, 0.72002], [-2.64370, 2.08591, -0.75408], [-3.13685, 0.63868, -0.91178], [-1.45536, 2.39299, -1.67764], [-1.37356, 2.09507, 1.54264], [-0.23821, 1.47276, 1.02453], [0.95884, 2.09710, 1.34411], [2.20629, 1.46044, 1.13220], [3.51578, 1.87915, 1.41711], [4.36664, 0.83460, 0.96410], [3.55055, -0.15227, 0.42274], [2.23781, 0.22378, 0.52050], [3.95320, -1.44151, -0.25601], [5.46693, -1.63090, -0.17703], [3.55030, -1.40223, -1.73821], [3.27869, -2.64031, 0.42955], [-0.44384, 0.58512, 5.68959], [-1.77651, 0.27762, 4.57005], [-1.83790, 1.68390, 5.66073], [0.23749, 1.24620, 3.46687], [-0.33544, 3.69467, 5.20604], [0.91082, 3.60884, 3.95199], [1.03588, 2.58387, 5.38708], [-2.56398, 3.42759, 4.46796], [-4.41055, 4.14523, 2.98643], [-4.36372, 3.45097, 0.61310], [-3.45909, 2.72676, -1.09887], [-2.34377, -0.07721, -0.70487], [-3.49307, 0.46633, -1.93619], [-3.96190, 0.44046, -0.22000], [-0.66092, 1.66926, -1.57630], [-1.03823, 3.38171, -1.46119], [-1.79183, 2.37908, -2.72413], [0.93714, 3.10245, 1.73991], [3.79881, 2.80452, 1.90415], [5.44821, 0.81179, 1.02318], [5.99132, -0.81489, -0.68718], [5.74691, -2.57621, -0.65927], [5.80424, -1.65960, 0.86448], [4.09607, -0.60126, -2.24569], [2.48459, -1.20114, -1.84947], [3.77654, -2.35519, -2.23803], [3.66351, -2.75807, 1.44606], [3.46844, -3.56879, -0.13032], [2.20014, -2.50060, 0.50960], [-1.59772, -1.27957, -3.50480], [-0.80980, -2.18812, -2.55844], [-1.78569, -3.23238, -1.97780], [-0.24851, -1.35459, -1.42621], [0.33179, -2.90650, -3.28445], [0.79233, -2.52577, -4.54309], [1.85980, -3.17847, -5.15745], [2.49047, -4.23207, -4.52944], [2.04808, -4.62001, -3.26860], [0.99103, -3.96043, -2.65979], [-2.48721, -0.91912, -2.98721], [-1.91370, -1.81807, -4.40777], [-1.00859, -0.40403, -3.79152], [-2.63779, -2.71327, -1.53562], [-1.32246, -3.81715, -1.18279], [-2.14311, -3.91633, -2.75935], [0.58155, -1.97274, -0.93948], [0.32961, -1.69101, -5.05547], [2.20156, -2.84536, -6.13102], [3.32273, -4.73650, -5.00409], [2.54492, -5.42777, -2.74305], [0.69187, -4.25776, -1.66087], [-0.76072, -1.54240, 2.34861], [-0.66342, -3.62520, 2.70298], [0.31723, -4.34105, 3.33574], [0.04278, -5.74411, 3.45028], [-1.15133, -6.09442, 2.90470], [-1.92367, -4.70876, 2.24846], [1.21815, -3.86291, 3.70086], [0.71047, -6.45709, 3.92077], [-1.60807, -7.07463, 2.84182]],
  "forces_ev_per_a": [[0.1, 0.3, 0.0], [-0.1, 0.0, 0.0], [-0.1, 0.1, 0.0], [0.0, 0.0, 0.0], [0.0, 0.0, 0.1], [0.1, 0.0, 0.0], [0.1, -0.1, -0.1], [0.1, -0.1, -0.1], [-0.1, 0.0, -0.1], [0.1, -0.1, 0.1], [-0.2, 0.2, 0.0], [-0.2, 0.2, 0.0], [0.1, -0.1, 0.0], [0.3, -0.1, -0.2], [-0.2, -0.2, -0.1], [0.0, 0.0, -0.1], [0.1, -0.2, 0.0], [-0.1, 0.2, 0.1], [-0.1, 0.1, 0.0], [-0.1, 0.0, 0.1], [-0.1, 0.0, 0.0], [0.1, 0.0, 0.0], [0.0, 0.0, -0.1], [0.1, -0.1, -0.1], [-0.1, 0.0, -0.1], [0.0, 0.1, 0.1], [0.1, 0.0, -0.1], [0.1, 0.0, -0.1], [0.0, 0.0, 0.0], [0.0, 0.0, 0.0], [-0.1, 0.0, 0.0], [0.0, 0.0, 0.0], [0.0, 0.0, 0.0], [0.0, 0.0, 0.0], [-0.1, 0.1, 0.0], [0.1, -0.1, 0.0], [0.0, 0.1, 0.1], [0.0, 0.0, -0.1], [0.2, -0.2, 0.1], [0.0, -0.1, 0.0], [0.0, 0.0, 0.1], [-0.1, 0.2, 0.1], [0.0, -0.1, 0.0], [-0.1, 0.0, 0.0], [-0.1, -0.1, 0.1], [0.0, 0.1, 0.0], [0.0, 0.0, -0.1], [0.0, 0.0, 0.0], [0.0, 0.0, 0.0], [0.0, 0.1, 0.1], [0.0, 0.0, 0.0], [0.0, 0.1, 0.1], [0.0, 0.0, 0.0], [0.0, 0.0, -0.1], [0.1, 0.0, -0.1], [0.0, 0.0, 0.0], [-0.1, -0.1, -0.1], [-0.1, 0.2, -0.1], [0.0, 0.0, -0.1], [-0.2, 0.3, 0.0], [0.0, -0.2, 0.2], [0.0, 0.0, 0.0], [0.2, -0.3, 0.1], [0.1, 0.0, -0.1], [0.0, 0.0, 0.1], [0.0, -0.1, 0.0], [0.0, 0.0, 0.0], [0.0, 0.0, 0.0], [0.0, 0.0, 0.0], [0.1, 0.0, 0.0], [0.0, 0.0, 0.0], [0.0, 0.0, 0.0], [0.0, 0.0, 0.0], [0.0, 0.0, 0.0], [0.0, 0.0, 0.0], [-0.2, -0.2, 0.5], [0.1, -0.2, -0.1], [0.1, -0.3, 0.1], [0.3, 0.3, 0.1], [-0.2, 0.0, -0.1], [-0.3, 0.1, -0.2], [0.0, -0.1, 0.0], [0.0, 0.1, 0.0], [0.1, 0.1, 0.0]],
  "spin_multiplicity": 5,
  "homo_energy_ev": [1.13, -1.37],
  "charge": -2,
  "de_lowest_kj_mol": 49.10
}